Record 1
The following is a DFT calculation (ωB97M-V with the def2-TZVPD basis set) of a structure of composition C21H23BeCaClF7MgNO19S2 at a distorted geometry.

As for the total energy: -5145.1723 Ha. The value obtained for the frontier orbital gap is 1.82 eV. The highest occupied orbital energy comes out at -6.48 eV. Its spin multiplicity is 1.

Element x y z (Å)
C1 4.992 -2.019 -1.066
O1 4.220 -2.931 -1.925
C2 3.280 -2.203 -2.801
O2 3.589 -0.991 -3.335
O3 1.929 -2.740 -3.168
O4 1.119 -2.568 -2.152
C3 -0.059 -1.813 -2.605
O5 0.152 -0.875 -3.562
C4 -1.609 -2.025 -2.116
C5 -2.213 -3.503 -1.743
C6 -3.794 -3.624 -1.309
C7 -4.804 -2.307 -1.230
C8 -4.193 -0.809 -1.556
C9 -2.588 -0.676 -2.000
H1 5.071 -2.527 0.009
H2 6.096 -1.895 -1.470
H3 4.503 -0.970 -0.889
H4 -1.546 -4.480 -1.802
H5 -4.288 -4.672 -1.046
H6 -5.945 -2.430 -0.940
H7 -4.874 0.159 -1.504
H8 -2.168 0.392 -2.228
C10 1.407 0.840 0.658
C11 -0.048 1.261 0.650
C12 -0.407 2.161 1.792
O6 -1.794 1.923 1.941
C13 -2.007 0.640 1.515
O7 -3.037 0.017 1.695
O8 -0.907 0.152 0.864
H9 1.657 0.297 1.576
H10 1.614 0.160 -0.175
H11 2.068 1.709 0.572
H12 -0.309 1.708 -0.317
H13 -0.211 3.215 1.571
H14 0.092 1.894 2.731
C14 2.700 4.905 -2.605
F1 1.977 5.899 -2.014
F2 2.011 3.746 -2.383
F3 2.626 5.127 -3.952
S1 4.421 4.817 -2.009
O9 4.296 4.555 -0.572
O10 4.992 6.123 -2.345
N1 4.878 3.595 -2.911
S2 6.397 3.206 -2.663
O11 6.710 2.597 -1.368
O12 7.399 4.159 -3.151
C15 6.471 1.822 -3.847
F4 6.181 2.212 -5.125
F5 5.574 0.834 -3.550
F6 7.696 1.223 -3.899
Be1 1.955 4.975 0.114
Cl1 0.155 -5.149 -2.269
F7 1.655 -6.135 -0.763
Ca1 4.355 -1.766 -5.257
C16 -3.031 -3.160 2.134
C17 -3.888 -3.588 3.339
O13 -3.772 -4.901 3.448
H15 -3.374 -3.624 1.201
H16 -3.094 -2.074 2.001
H17 -1.972 -3.411 2.275
H18 -4.886 -3.163 3.147
H19 -3.543 -2.960 4.175
Mg1 7.355 -0.505 -5.724
C18 1.027 0.273 4.936
O14 0.351 -0.021 5.909
O15 1.295 1.425 4.576
O16 1.548 -0.536 4.160
C19 -5.363 1.229 4.517
C20 -5.792 0.884 3.128
O17 -6.990 0.158 3.328
C21 -7.488 0.541 4.540
O18 -8.595 0.242 4.955
O19 -6.586 1.302 5.226
H20 -4.831 2.183 4.564
H21 -4.739 0.450 4.968
H22 -6.012 1.771 2.526
H23 -5.052 0.273 2.604



Record 2
The following is a DFT calculation (ωB97M-V with the def2-TZVPD basis set) of a structure of composition C20H18ClIN2O7Ti.

As for the total energy: -3016.6919 Ha. As for the relative energy (zero: lowest compared OMol25 entry of this formula, charge and spin): 0.00 kcal/mol. The value obtained for the frontier orbital gap (spin up / spin down) is 3.16 / 3.16 eV. The net charge is -2. The highest occupied orbital energy (spin up / spin down) comes out at 0.93 / 0.93 eV. Its spin multiplicity is 1.

Element x y z (Å)
Ti1 0.941 -0.106 -0.657
O1 3.643 -0.978 2.425
C1 2.624 -0.545 1.893
O2 2.534 -0.101 0.693
C2 1.336 -0.459 2.730
C3 0.609 0.866 2.448
C4 -0.440 1.152 3.527
C5 -1.545 0.129 3.160
C6 -0.928 -0.560 1.939
O3 -0.209 0.518 1.321
C7 0.216 -1.500 2.364
C8 0.558 -2.467 1.226
O4 0.730 -3.653 1.465
O5 0.596 -1.935 0.048
H1 1.623 -0.558 3.776
H2 1.254 1.694 2.167
H3 -0.035 1.010 4.530
H4 -0.804 2.176 3.439
H5 -1.761 -0.581 3.960
H6 -2.470 0.630 2.877
H7 -1.629 -0.973 1.217
H8 -0.047 -2.105 3.230
Cl1 -4.406 4.060 -1.270
C9 -2.778 3.391 -1.134
C10 -1.755 4.259 -0.798
C11 -0.463 3.782 -0.658
I1 1.092 5.051 -0.091
C12 -0.199 2.414 -0.864
O6 0.989 1.842 -0.731
C13 -1.249 1.566 -1.208
N1 -0.838 0.225 -1.361
C14 -1.867 -0.691 -1.654
C15 -3.159 -0.299 -1.783
C16 -3.588 1.050 -1.639
C17 -2.599 1.999 -1.344
H9 -1.975 5.307 -0.640
H10 -1.548 -1.713 -1.794
H11 -3.889 -1.068 -2.018
H12 -4.624 1.334 -1.746
N2 2.118 -3.997 -3.220
C18 1.705 -2.726 -2.828
O7 0.536 -2.420 -2.872
C19 2.821 -1.808 -2.384
C20 2.384 -0.360 -2.217
H13 1.377 -4.680 -3.183
H14 2.997 -4.306 -2.839
H15 3.652 -1.960 -3.091
H16 3.171 -2.195 -1.418
H17 2.076 0.071 -3.174
H18 3.225 0.218 -1.820



Record 3
The following is a DFT calculation (ωB97M-V with the def2-TZVPD basis set) of a cluster of 2 separate species, C6H16N4S in total at a distorted geometry.

As for the total energy: -855.2139 Ha. As for the relative energy (zero: lowest compared OMol25 entry of this formula, charge and spin): 9.95 kcal/mol. The value obtained for the frontier orbital gap (spin up / spin down) is 7.61 / 7.61 eV. The highest occupied orbital energy (spin up / spin down) comes out at -7.51 / -7.51 eV. Its spin multiplicity is 1.

Element x y z (Å)
C1 -1.836 -2.355 0.380
C2 -1.004 2.224 -0.074
C3 -1.704 0.374 -1.807
C4 -0.454 -1.629 0.475
C5 -1.525 0.688 -0.260
C6 -0.527 -0.070 0.617
N1 1.616 0.811 1.334
N2 4.462 0.605 0.766
N3 0.946 0.371 0.495
N4 3.554 -0.288 0.603
S1 3.161 -0.788 -0.883
H1 -2.001 -2.979 -0.499
H2 -2.104 -3.029 1.121
H3 -2.698 -1.694 0.361
H4 -0.096 2.160 0.460
H5 -1.744 2.724 0.455
H6 -0.632 2.682 -1.060
H7 -2.440 -0.308 -2.133
H8 -0.762 -0.071 -2.254
H9 -1.949 1.322 -2.256
H10 -0.064 -1.918 1.427
H11 0.250 -2.071 -0.279
H12 -2.459 0.630 0.243
H13 -0.768 0.149 1.591
H14 4.832 1.201 0.031
H15 4.576 0.968 1.681
H16 1.371 0.291 -0.535



Q: What is the spin multiplicity in the third record?
A: 1